# 1
{"formula": "H14O6S2", "method": "the ωB97M-V functional and the def2-TZVPD basis", "multiplicity": 2, "homo_ha": [0.0026, -0.1477], "total_charge": -1, "de_lowest_kcal_mol": 25.8, "lumo_energy_ha": [0.101, 0.101], "max_force_ha_per_bohr": 0.0773, "s2": 0.75, "homo_lumo_gap_ev": [2.69, 6.76], "energy_ev": -34182.2567, "symbols": ["S", "S", "H", "H", "H", "H", "O", "H", "H", "O", "H", "H", "O", "H", "H", "O", "H", "H", "O", "H", "H", "O"], "positions_angstrom": [[-1.8814, 1.2796, -1.1718], [-0.6065, 1.3922, -2.7844], [-1.2431, 1.9657, -0.2325], [-0.0691, 2.6593, -3.0103], [0.6491, -2.7535, 0.2889], [1.8874, -2.3044, 0.8598], [1.3718, -3.0871, 0.8101], [0.2667, -2.8848, 2.7076], [-1.2351, -3.0577, 2.9646], [-0.4204, -2.6305, 3.3475], [0.6932, 3.6185, 1.3766], [0.4178, 2.1608, 1.6500], [1.1064, 2.7698, 1.3298], [-0.4114, -0.3752, 2.9175], [-0.1570, -0.4991, 1.3815], [-0.2376, 0.2435, 2.1188], [2.2185, 0.7759, 1.1168], [3.3819, 0.4551, 0.1914], [2.8216, 0.0480, 0.8661], [-0.2740, -1.5415, -2.3368], [-0.2830, -3.0376, -1.9298], [-0.3962, -2.0851, -1.5531]], "mulliken_charge": [-0.55, -0.35, 0.01, -0.02, 0.31, 0.34, -0.66, 0.36, 0.33, -0.69, 0.31, 0.29, -0.65, 0.33, 0.26, -0.59, 0.38, 0.32, -0.65, 0.29, 0.32, -0.69]}

=====

# 2
{"formula": "C33H40IrN4P2Te", "method": "the ωB97M-V functional and the def2-TZVPD basis", "multiplicity": 6, "homo_ha": [-0.4209, -0.4409], "total_charge": 2, "de_lowest_kcal_mol": 0.0, "lumo_energy_ha": [-0.249, -0.329], "max_force_ha_per_bohr": 0.1082, "s2": 8.80, "homo_lumo_gap_ev": [4.68, 3.04], "energy_ev": -69515.0229, "symbols": ["Ir", "C", "C", "C", "C", "C", "C", "C", "C", "C", "H", "H", "H", "H", "H", "H", "H", "H", "H", "H", "H", "H", "H", "H", "H", "P", "P", "N", "N", "N", "N", "C", "C", "C", "C", "C", "C", "C", "C", "C", "C", "C", "C", "C", "C", "C", "C", "C", "C", "H", "H", "H", "H", "H", "H", "H", "H", "H", "H", "H", "H", "H", "H", "H", "H", "H", "H", "H", "H", "Te", "C", "C", "C", "C", "C", "C", "H", "H", "H", "H", "H"], "positions_angstrom": [[-1.1064, 1.2795, -2.6964], [-0.7284, -1.8006, -1.8052], [-1.0449, -0.9914, -2.9779], [-2.3383, -1.2614, -3.7679], [-3.5340, -0.2901, -3.6243], [-3.2813, 0.7579, -2.5511], [-3.0409, 0.2694, -1.2227], [-3.0868, -1.1924, -0.8810], [-1.7168, -1.9756, -0.7233], [-0.8095, 2.7796, -1.4284], [0.2360, -2.3503, -1.7649], [-0.1675, -1.0018, -3.6563], [-2.6900, -2.2933, -3.6333], [-2.0883, -1.2510, -4.8282], [-3.7438, 0.2298, -4.5808], [-4.4616, -0.8807, -3.4428], [-3.8012, 1.7237, -2.7160], [-3.2153, 0.9584, -0.3828], [-3.7531, -1.7522, -1.5622], [-3.5958, -1.2957, 0.1018], [-1.3372, -1.6768, 0.2784], [-1.9411, -3.0583, -0.5775], [-1.4682, 2.6269, -0.5610], [-1.1903, 3.6089, -2.0359], [0.1781, 3.1148, -1.0737], [-3.1089, 3.7620, -4.1619], [-1.0749, 1.1205, -6.3201], [-4.8872, 3.9304, -3.9337], [-3.1455, 5.4578, -4.8909], [-2.4402, 0.1885, -7.1344], [-0.1431, 1.1522, -7.9573], [-3.1967, 2.9206, -5.7955], [-1.7880, 2.7879, -6.3971], [-5.3754, 4.1172, -2.6376], [-6.7586, 4.0117, -2.6579], [-7.1560, 3.7872, -4.0116], [-5.9897, 3.7728, -4.7794], [-2.3996, 6.5437, -4.4373], [-2.8469, 7.7304, -5.0430], [-3.9248, 7.3612, -5.9181], [-4.0354, 5.9700, -5.8447], [-2.7553, -1.1654, -6.9625], [-3.8867, -1.4860, -7.6955], [-4.2257, -0.3254, -8.4448], [-3.2882, 0.6589, -8.1458], [-0.4843, 0.4223, -9.1004], [0.3729, 0.7280, -10.1467], [1.3099, 1.6793, -9.6455], [0.9660, 1.9358, -8.3151], [-3.8135, 3.4942, -6.5020], [-3.6939, 1.9608, -5.5916], [-1.8025, 3.2337, -7.4009], [-1.0415, 3.3668, -5.8138], [-4.6813, 4.3115, -1.8364], [-7.4053, 4.0951, -1.8003], [-8.1717, 3.6499, -4.3658], [-5.8947, 3.7350, -5.8590], [-1.6023, 6.3727, -3.7356], [-2.4637, 8.7427, -4.9059], [-4.5561, 8.0129, -6.5280], [-4.6716, 5.3443, -6.4438], [-2.0576, -1.7949, -6.4498], [-4.3972, -2.4300, -7.7316], [-5.0565, -0.1725, -9.1113], [-3.1129, 1.6004, -8.6487], [-1.2895, -0.2872, -9.1142], [0.3343, 0.2762, -11.1244], [2.1486, 2.0892, -10.1908], [1.4232, 2.5854, -7.5794], [1.1071, 0.6191, -1.5612], [1.2368, -0.1215, 0.5683], [1.3157, -1.4609, 0.9904], [1.7691, -1.7531, 2.3003], [2.0736, -0.7108, 3.1791], [1.8933, 0.6227, 2.7629], [1.4769, 0.9351, 1.4545], [1.0872, -2.2719, 0.2973], [1.8853, -2.7834, 2.6538], [2.4928, -0.9230, 4.1710], [2.0722, 1.4466, 3.4502], [1.3991, 1.9590, 1.0717]], "mulliken_charge": [1.36, -0.57, -1.07, 0.82, -0.23, -0.75, -0.50, -1.17, -0.71, -1.33, 0.64, 0.79, 0.66, -1.53, -0.01, 0.49, 0.70, 0.55, 0.33, 0.55, 0.36, 0.42, 0.43, 0.18, 0.49, -0.24, 0.10, 0.56, 0.59, 0.76, 0.24, -0.65, -1.32, -0.59, -0.72, -0.73, -0.15, -0.46, -0.63, -0.64, -0.27, -0.76, -0.98, -0.74, -0.48, 0.04, -0.63, -0.53, -0.20, 0.26, 0.69, 0.39, 0.62, 0.45, 0.46, 0.46, 0.30, 0.38, 0.41, 0.42, 0.28, 0.74, 0.53, 0.54, 0.45, 0.39, 0.46, 0.45, 0.44, 0.22, 0.70, -0.07, -0.62, -0.49, -0.58, -0.56, 0.37, 0.38, 0.39, 0.38, 0.26]}

=====

# 3
{"formula": "C3H4LiO4", "method": "the ωB97M-V functional and the def2-TZVPD basis", "homo_ha": -0.4591, "total_charge": 1, "de_lowest_kcal_mol": 134.3, "lumo_energy_ha": -0.177, "max_force_ha_per_bohr": 0.1208, "homo_lumo_gap_ev": 7.69, "energy_ev": -11559.9671, "symbols": ["H", "H", "C", "C", "O", "C", "O", "O", "Li", "O", "H", "H"], "positions_angstrom": [[1.0108, -1.5082, 1.7909], [-0.2755, 0.7506, 2.5405], [0.5323, 0.2782, 1.9616], [0.2051, -0.3105, 0.6440], [0.4833, 0.2476, -0.5223], [-0.2503, -0.1259, -1.6305], [-0.7488, -1.1951, -1.7992], [-0.2838, 0.9261, -2.4120], [1.6622, -1.0845, 4.3430], [1.1984, -0.7358, 2.5936], [0.9178, 1.1860, 1.2265], [-0.6312, 0.6881, -3.2831]], "mulliken_charge": [0.38, 0.28, -0.03, -0.33, -0.12, 0.64, -0.41, -0.39, 0.93, -0.56, 0.21, 0.40]}

=====

# 4
{"formula": "C22H32BrN4O8PSi", "method": "the ωB97M-V functional and the def2-TZVPD basis", "smiles": "[H]/N=C(\\C)C[Si@](CCCCCN)(CC(=O)Br)P(=O)(O)O.O=[N+]([O-])c1ccccc1.O=[N+]([O-])c1ccccc1", "homo_ha": -0.3326, "lumo_energy_ha": -0.043, "max_force_ha_per_bohr": 0.1072, "homo_lumo_gap_ev": 7.88, "energy_ev": -132877.2458, "symbols": ["H", "N", "C", "C", "C", "Si", "C", "C", "C", "C", "C", "N", "C", "C", "O", "Br", "P", "O", "O", "O", "H", "H", "H", "H", "H", "H", "H", "H", "H", "H", "H", "H", "H", "H", "H", "H", "H", "H", "H", "H", "H", "O", "N", "O", "C", "C", "C", "C", "C", "C", "H", "H", "H", "H", "H", "O", "N", "O", "C", "C", "C", "C", "C", "C", "H", "H", "H", "H", "H"], "positions_angstrom": [[4.3043, -3.2053, -0.4331], [3.6552, -2.5219, -0.8800], [3.3309, -1.6998, 0.0911], [4.0109, -1.9352, 1.5435], [2.3561, -0.4503, -0.0254], [0.7200, -0.8500, -0.9962], [0.2197, -2.6278, -0.5028], [-0.9579, -3.2785, -1.3780], [-2.4005, -2.5970, -1.2153], [-2.8546, -2.2967, 0.2925], [-3.9704, -1.1359, 0.2492], [-5.3364, -1.7670, 0.3301], [1.0071, -0.6657, -2.8907], [0.7669, 0.8194, -3.4174], [-0.2543, 1.0572, -4.0911], [2.1337, 2.2081, -2.9865], [-0.7206, 0.7193, -0.3531], [0.1193, 2.0262, -0.2567], [-1.9543, 1.0301, -1.4745], [-1.3453, 0.4647, 1.2265], [3.9879, -3.0263, 1.8629], [5.0796, -1.5130, 1.4444], [3.4841, -1.2983, 2.3430], [1.9973, -0.2168, 1.0474], [2.8393, 0.4929, -0.4516], [1.1547, -3.2827, -0.6881], [0.0007, -2.7582, 0.6238], [-0.7383, -3.3462, -2.4954], [-1.0734, -4.3689, -1.0153], [-2.5099, -1.6758, -1.9017], [-3.1622, -3.3589, -1.6316], [-2.0087, -2.0773, 1.0169], [-3.3928, -3.2447, 0.6686], [-3.8691, -0.3876, 1.1106], [-3.9315, -0.5535, -0.7431], [-5.3629, -2.5102, 1.0431], [-6.0357, -1.0713, 0.6295], [2.0662, -0.9934, -3.1660], [0.2367, -1.3277, -3.4150], [-1.8979, 2.0036, -1.6520], [-0.7756, -0.2293, 1.6293], [1.9507, -2.7842, 3.4855], [1.1545, -2.6050, 4.3968], [-0.0597, -2.6055, 4.2620], [1.6932, -2.3684, 5.7373], [3.0732, -2.3230, 5.9251], [3.5801, -2.0743, 7.1955], [2.7127, -1.8780, 8.2659], [1.3356, -1.9349, 8.0733], [0.8195, -2.1803, 6.8058], [3.7594, -2.4742, 5.0993], [4.6526, -2.0303, 7.3517], [3.1121, -1.6785, 9.2555], [0.6643, -1.7841, 8.9118], [-0.2553, -2.2191, 6.6681], [-0.8361, 7.7626, -7.4731], [-1.2733, 7.8268, -6.3338], [-1.7236, 8.8411, -5.8227], [-1.2516, 6.6062, -5.5246], [-0.7120, 5.4372, -6.0580], [-0.6717, 4.2870, -5.2777], [-1.1710, 4.3082, -3.9794], [-1.7180, 5.4760, -3.4560], [-1.7600, 6.6320, -4.2280], [-0.3198, 5.4080, -7.0682], [-0.2480, 3.3731, -5.6802], [-1.1323, 3.4096, -3.3718], [-2.1083, 5.4857, -2.4439], [-2.1856, 7.5363, -3.8080]], "mulliken_charge": [0.27, -0.62, 0.56, -1.24, -0.26, -0.84, -0.23, -0.93, -0.77, -0.09, -0.05, -0.73, -0.20, 0.22, -0.49, -0.13, 1.09, -0.64, -0.51, -0.55, 0.39, 0.37, 0.21, 0.25, 0.34, 0.45, 0.37, 0.29, 0.39, 0.29, 0.41, -0.24, 0.53, 0.27, 0.01, 0.23, 0.25, 0.46, 0.29, 0.25, 0.35, -0.56, 1.02, -0.62, 0.08, -0.18, -0.54, -0.40, -0.47, -0.33, 0.44, 0.37, 0.37, 0.37, 0.44, -0.60, 0.99, -0.60, -0.10, -0.30, -0.48, 0.21, -0.35, -0.36, 0.43, 0.39, -0.05, 0.39, 0.44]}

=====

# 5
{"formula": "C6H13ClNO5P", "method": "the ωB97M-V functional and the def2-TZVPD basis", "homo_ha": [-0.3713, -0.3316], "de_lowest_kcal_mol": 53.8, "lumo_energy_ha": [-0.034, -0.068], "max_force_ha_per_bohr": 0.0887, "homo_lumo_gap_ev": [9.19, 7.17], "energy_ev": -39966.5118, "symbols": ["C", "C", "C", "C", "C", "C", "N", "O", "O", "O", "O", "O", "P", "Cl", "H", "H", "H", "H", "H", "H", "H", "H", "H", "H", "H", "H", "H"], "positions_angstrom": [[1.1236, -0.8130, 3.5154], [-2.5756, 0.3519, 0.3137], [1.1539, -0.2768, -3.2179], [0.1406, -0.7455, 2.4470], [-1.8968, 0.9926, -0.8895], [1.9628, 0.1583, -0.5913], [0.4472, 0.8987, -3.1615], [-0.7456, 0.7392, -3.3984], [1.0298, 1.9541, -3.0178], [-0.1684, -1.5763, -0.3516], [0.4708, 0.2100, 1.4793], [-0.4465, 1.0960, -0.6694], [0.3083, -0.2228, -0.0428], [3.2811, -0.7885, -0.1041], [1.5046, 0.1538, 3.8648], [0.7272, -1.1646, 4.3818], [1.9752, -1.3942, 3.0532], [-3.5324, -0.0469, -0.0480], [-2.0499, -0.4851, 0.7700], [-2.7776, 1.1302, 1.0949], [2.2370, -0.2646, -3.1663], [0.5829, -1.2163, -3.3141], [-0.8954, -0.3465, 2.8247], [0.0811, -1.7740, 1.9520], [-2.1104, 1.9857, -0.8866], [-2.0244, 0.3057, -1.7830], [2.1970, 1.1390, -1.0544]], "mulliken_charge": [-1.38, -0.92, -0.67, 0.04, -0.29, -0.30, 1.04, -0.62, -0.58, -0.68, -0.24, -0.31, 0.70, -0.13, 0.31, 0.44, 0.26, 0.37, 0.26, 0.26, 0.45, 0.32, 0.22, 0.32, 0.41, 0.27, 0.43]}